Entry 1:
Here is a cluster of 12 separate species, C54H129N9O3S3 in total at a distorted geometry from the OMol25 dataset. Energies are from the ωB97M-V functional and the def2-TZVPD basis.

XYZ file:
```
198
Properties=species:S:1:pos:R:3:mulliken_charge:R:1
C -2.784 -2.721 2.254 -0.744
C -6.206 5.811 1.066 -1.333
C 1.147 -1.355 4.006 1.314
H -1.373 5.200 0.472 0.308
N 0.026 0.372 0.411 0.754
C -7.810 2.442 1.652 0.383
H -4.825 4.700 -2.228 0.177
H -5.498 -0.680 3.151 0.406
C -5.494 2.559 3.728 -1.741
H -3.519 0.084 -1.936 -0.307
H 4.866 -1.091 -1.842 -0.421
C -0.043 -2.042 -0.153 -0.930
H 2.688 -5.873 0.925 0.296
H 4.289 1.263 -2.099 -1.032
N 2.389 -0.422 -3.685 -0.405
H -2.924 -2.594 1.183 0.274
C 3.048 -2.034 8.295 -1.340
C -2.376 -4.222 -3.656 -1.067
C -4.126 5.363 -1.687 -1.441
C -3.362 -6.027 -6.014 -1.157
H 1.681 -0.780 -0.343 0.452
H 0.341 -0.692 3.601 0.011
O -0.086 2.342 -6.718 -0.710
H -1.011 -2.160 -0.664 0.143
C 4.952 -2.851 -3.093 -0.618
S -3.075 4.401 -0.701 1.193
N -6.919 3.549 1.980 -0.027
H 8.320 1.487 -1.532 0.174
H -1.834 -5.138 -3.901 0.524
C -5.238 0.640 -3.044 -1.137
H -2.448 -4.118 -2.575 0.266
H -5.160 2.715 -2.567 -0.261
H -9.589 3.430 2.333 0.378
H -3.419 -7.117 -6.234 0.356
C 5.271 4.651 -0.394 -1.233
H 1.924 1.123 0.699 -0.958
H 0.653 -4.319 4.458 0.158
C 6.704 -1.116 0.748 -0.941
C -1.309 0.792 -0.050 1.740
C -6.987 2.088 -2.092 -0.317
C 4.360 2.360 -1.956 0.850
C 6.618 2.051 -2.741 -0.396
H -3.477 -0.510 -3.642 -0.413
H 1.327 -2.126 3.266 -0.245
C -2.047 1.623 0.992 -0.908
H -7.852 4.597 0.415 0.331
H 4.064 -2.300 1.402 -0.611
H -7.448 1.908 0.712 -0.156
H 3.698 0.478 3.637 -0.081
H -1.547 0.852 -4.962 0.560
H -5.964 -3.371 -5.470 0.426
H 3.287 -3.321 2.679 -0.736
C -4.566 -0.864 2.647 0.009
H 7.283 -0.787 -0.124 0.363
C -4.732 -0.763 1.220 0.289
H 8.749 1.786 -3.253 0.460
H 5.652 -3.373 -2.439 0.403
H -2.015 -2.088 -3.976 -0.558
H 0.181 2.636 -1.220 -0.802
H -3.745 -5.443 -6.831 0.334
H 7.188 4.128 -1.342 0.374
H -5.057 1.752 -1.164 -0.540
H 2.021 -0.748 4.164 -0.309
H -6.172 1.743 3.910 0.274
H 8.406 3.103 -2.213 0.329
C 1.218 -4.813 5.267 -1.314
H -9.498 3.398 0.550 0.352
H 5.511 0.718 0.674 -0.180
C -9.254 2.871 1.479 -1.591
H 0.467 -5.206 5.964 0.342
H 0.603 -2.812 -0.626 0.376
C -5.613 -2.702 -4.701 -1.288
H 6.600 -2.241 4.998 0.502
H -1.803 3.314 -4.627 0.214
C 8.099 2.089 -2.434 -1.247
H 2.835 2.589 -3.509 0.168
H -5.621 0.838 -4.059 0.616
H -5.033 -2.022 -5.315 0.247
H 6.385 2.594 -3.663 0.304
H -2.808 6.232 0.873 0.363
H 2.047 -0.608 6.877 0.433
S 0.291 2.241 -5.245 0.482
H -4.882 -2.953 2.762 0.337
S 4.505 -4.437 1.014 0.376
C 3.611 -5.863 1.507 -1.012
C -3.735 0.345 -2.992 0.518
H -3.965 -2.289 4.093 0.384
C -5.600 3.065 2.332 0.839
H 0.030 -0.026 -5.135 0.484
C 0.960 1.532 0.386 -0.049
H 2.920 -3.553 5.023 -0.341
H 4.788 -4.413 -4.528 0.360
H -0.161 -2.568 5.201 0.554
H -1.866 6.464 -0.649 0.418
H 5.925 -1.822 0.397 -0.079
H -3.034 1.945 0.684 -0.373
H -5.114 5.778 1.268 0.001
H 3.762 -4.643 -3.083 0.227
C -4.051 -2.260 3.003 -1.035
N 5.347 -0.152 2.590 1.263
H -5.696 -0.264 -2.652 0.344
H 3.885 2.855 3.428 0.488
H -3.481 5.820 -2.461 0.531
H -4.227 -2.686 -3.037 -0.007
C 4.761 2.272 3.285 -1.419
C 3.452 -3.172 1.605 1.542
C -0.730 3.518 -4.457 -0.580
H 1.606 1.647 -1.676 -0.549
H 3.441 4.124 -2.861 0.291
H 5.221 2.266 4.284 0.334
C -0.526 0.762 -4.628 -0.749
H 5.539 -2.290 -3.862 0.458
H 2.268 -2.165 9.046 0.343
N 5.770 2.625 -1.658 0.546
H -5.377 -3.968 -3.010 0.297
H -6.448 -2.196 -4.216 0.377
H 3.699 2.535 -1.092 0.022
H -0.386 0.716 -3.553 -0.190
C 2.539 -1.608 6.867 0.052
H 0.640 2.283 1.099 0.682
C 3.180 -1.041 -3.143 0.129
H 7.318 -1.688 1.441 0.337
H 7.192 -0.181 3.720 0.252
H -1.341 -3.110 -5.224 0.370
H -7.733 1.702 2.463 0.306
C 2.209 -3.794 5.839 0.394
H 6.206 1.055 -2.941 0.307
C -4.067 -5.595 -4.722 -0.773
H 5.421 2.773 2.542 0.177
C 0.601 -0.684 -0.446 0.359
H 3.566 -3.016 8.221 0.294
H -5.121 -5.569 -4.985 0.429
H -0.472 -2.943 -3.741 0.404
H -0.164 -2.078 0.922 -0.277
N -4.783 -0.581 0.059 -0.430
H -5.226 2.234 1.666 -0.423
C 0.679 -1.902 5.375 -1.989
H -6.366 3.956 -0.098 -0.432
H 3.642 -2.328 -1.489 -0.472
O -2.074 3.704 -1.601 -0.659
C -4.732 -3.413 -3.691 -0.207
H -1.934 -0.055 -0.362 0.009
C 4.166 -3.897 -3.770 -1.278
H 4.454 3.208 -4.000 0.362
H 4.942 -2.107 4.412 -0.094
C 1.176 2.307 -0.923 0.882
N 1.574 -2.562 6.301 0.152
C -2.237 5.734 0.063 -1.346
H 3.414 -1.565 6.190 -0.169
H 0.578 -0.541 -1.522 -0.573
C -1.498 -3.025 -4.139 -0.043
O 4.397 -4.310 -0.478 -0.526
C -5.563 1.828 -2.120 1.805
H -1.974 -2.077 2.572 0.023
H 4.300 4.910 -0.782 0.191
H 3.809 -1.316 8.673 0.390
H 6.286 -2.536 3.331 0.127
H 5.798 5.527 -0.024 0.456
H -9.865 1.953 1.462 0.439
C 6.081 0.155 1.410 -0.222
N -8.142 2.275 -2.132 -0.647
H 2.592 -3.264 0.949 -0.133
C 5.982 -1.878 4.175 -0.730
H -3.914 -0.059 3.005 0.039
C 6.143 -0.457 3.820 -0.824
H 6.918 0.856 1.611 0.179
H -4.905 3.862 2.155 0.163
H -0.553 3.489 -3.360 -0.019
H -4.467 2.259 4.001 0.364
H 1.862 3.104 -0.711 0.657
H 5.945 4.530 -2.473 0.371
H -3.104 1.169 -3.299 0.083
H -0.398 4.471 -4.889 0.479
H -6.610 6.287 1.970 0.394
C 6.094 4.010 -1.490 -0.257
H 3.303 -3.523 -4.348 0.340
H -1.453 2.520 1.257 0.250
C 3.735 3.097 -3.177 -1.166
C 4.155 -1.805 -2.314 1.371
C 4.337 0.853 2.844 0.635
H -2.533 -3.765 2.425 0.459
H -2.076 1.036 1.933 -0.119
H 5.770 0.131 4.632 0.415
C -6.843 4.443 0.775 0.669
H 3.742 0.958 1.955 -0.579
H 2.750 -4.194 6.699 0.377
N -3.685 -4.229 -4.343 0.524
H -1.292 1.398 -0.960 -0.723
H 5.157 3.910 0.365 0.097
H 1.711 -5.707 4.858 0.387
H 0.290 -1.047 5.904 0.593
H -6.372 6.471 0.217 0.415
H -2.346 -5.674 -5.987 0.299
H -3.931 -6.291 -3.929 0.422
H 4.229 -6.678 1.162 0.433
H 3.521 -5.833 2.595 0.326
H -4.552 6.152 -1.121 0.471
H -5.818 3.298 4.472 0.397
```

calculated total energy = -4047.7149 a.u.
LUMO = 0.223 eV
2S+1 = 1



Entry 2:
Here is a structure of composition C12H16O6S2 at a distorted geometry from the OMol25 dataset. Energies are from the ωB97M-V functional and the def2-TZVPD basis.

XYZ file:
```
36
Properties=species:S:1:pos:R:3:mulliken_charge:R:1
C 0.850 0.282 0.506 0.292
O 3.298 -0.657 -1.984 -0.394
H 2.996 0.478 -3.614 0.407
H 0.889 2.617 1.973 0.345
C -0.140 2.645 2.395 -0.699
H -2.446 1.116 -0.056 0.737
C -0.204 0.608 -1.576 -1.143
C -0.400 1.720 3.570 -0.601
H -0.172 3.665 2.900 0.477
H 2.951 -1.381 -3.974 0.296
O 3.044 -0.359 0.836 -0.475
H -2.525 1.685 3.692 0.508
O -0.854 3.517 0.029 -0.780
H 0.956 0.397 1.563 0.480
O -1.417 -1.137 2.373 -0.651
H 4.096 -1.752 1.778 0.303
H -0.343 2.300 4.450 0.413
H 2.518 -2.263 1.217 0.302
C 2.104 -0.185 -1.450 1.030
C -0.296 0.651 -0.182 0.272
C 3.375 -0.550 -3.429 -0.812
S -1.334 2.644 1.140 1.329
H 3.821 -2.167 0.010 0.201
H 0.316 0.890 3.446 0.241
H 4.461 -0.653 -3.670 0.232
S -2.037 0.091 2.026 1.400
C -1.728 1.007 3.575 -0.972
C 2.037 -0.104 -0.038 -0.469
H -1.132 0.821 -2.222 0.249
O -3.486 -0.261 1.855 -0.794
H -1.670 0.182 4.327 0.465
C 3.393 -1.676 0.947 -0.744
C -1.561 0.983 0.540 -0.522
C 1.057 0.334 -2.228 -0.751
O -2.526 3.254 1.574 -0.678
H 1.159 0.305 -3.249 0.509
```

calculated total energy = -1714.5010 a.u.
LUMO = 0.389 eV
2S+1 = 1
energy relative to the best compared isomer or geometry (same formula, charge and spin) = 187.6 kJ/mol